Record 1
Molecular formula: C4H11N4
Method: DFT, ωB97M-V with the def2-TZVPD basis set

```
19
Properties=species:S:1:pos:R:3
C 0.82229 -0.76766 0.09461
C -0.49364 1.17079 0.25295
C 1.99080 -1.64335 0.03005
C -2.45438 -0.19570 -0.44453
N -0.44815 -1.21614 0.50975
N 0.78915 0.57224 -0.06173
N 1.85066 1.38224 -0.41105
N -1.32869 -0.12764 0.57510
H -0.46606 1.78853 1.18285
H -0.70299 1.83033 -0.55211
H 2.85237 -0.98417 -0.43960
H 1.80733 -2.49284 -0.64133
H 2.24110 -2.06382 1.01122
H -2.83044 -1.27629 -0.16178
H -3.20407 0.58324 -0.16531
H -2.00286 -0.36235 -1.45742
H 1.55100 1.87226 -1.22500
H 1.87949 2.02292 0.34184
H -1.85294 -0.09260 1.56146
```

HOMO   -13.31 eV
Energy above the lowest of the compared OMol25 structures with the same formula, charge and spin   94.6 kcal/mol
Total charge   +1
Multiplicity   1

***

Record 2
Molecular formula: C27H43BrMgN2P2
Method: DFT, ωB97M-V with the def2-TZVPD basis set

```
76
Properties=species:S:1:pos:R:3
N 2.27578 -5.93161 -4.53803
C 3.10339 -5.63809 -3.53540
C 2.94313 -4.51387 -2.72289
C 1.80956 -3.66660 -2.89773
C 0.98643 -3.98314 -4.00818
C 1.24841 -5.12715 -4.76697
C 1.49217 -2.61416 -1.93541
Mg 1.28412 -0.58886 -0.75481
P -1.38462 1.42911 3.47633
C 0.19902 -2.00275 -1.87623
C -0.85237 -2.37197 -0.90510
C -2.22581 -2.16401 -1.18359
C -3.19181 -2.28884 -0.18115
C -2.83628 -2.72009 1.11090
C -1.48400 -3.02315 1.37621
C -0.50904 -2.87498 0.36602
Br -4.06341 -2.70016 2.47645
H 2.24631 -2.47009 -1.11813
H -0.19746 -1.57216 -2.80725
H 3.67993 -4.34477 -1.93910
H 0.12271 -3.38543 -4.28195
H 3.92043 -6.35304 -3.38191
H 0.56497 -5.37256 -5.57789
H -2.52949 -1.87815 -2.19093
H 0.53001 -3.14253 0.56786
H -4.22621 -2.04053 -0.38025
H -1.20697 -3.34367 2.37260
P 0.17824 1.62669 -1.16004
C -1.15566 -0.18133 4.33903
C -2.17017 -0.37478 5.48771
H -0.12627 -0.16589 4.74358
H -1.22484 -0.98098 3.58339
H -1.74234 -1.01634 6.26815
H -2.42394 0.58688 5.95296
H -3.09605 -0.85387 5.13949
C -2.72720 1.20705 2.27397
C -3.83066 2.27368 2.38150
H -3.15648 0.20684 2.43880
H -2.27126 1.22427 1.27651
H -4.65590 2.03318 1.69931
H -4.25042 2.32443 3.39266
H -3.46148 3.27478 2.11558
C 0.17688 1.96619 2.72345
C 0.76489 3.15246 3.51155
H -0.06680 2.26188 1.69193
H 0.86860 1.11251 2.67571
H 1.49684 3.70348 2.91062
H -0.02179 3.86012 3.81217
H 1.27849 2.82022 4.42322
C 1.15722 3.06935 -0.56617
C 1.23630 4.20612 -1.58404
H 2.16124 2.69448 -0.29935
H 0.70197 3.42246 0.37355
H 1.94327 3.97780 -2.39322
H 0.25269 4.44212 -2.01441
H 1.59461 5.11068 -1.07679
C -1.53250 2.26270 -1.30377
C -2.35166 1.62911 -2.42264
H -1.51598 3.35799 -1.40372
H -2.01658 2.04859 -0.33805
H -1.89440 1.78675 -3.40820
H -2.48942 0.55195 -2.25438
H -3.35462 2.07419 -2.44405
C 0.81664 1.38239 -2.87528
C 2.29890 0.98406 -2.96028
H 0.61087 2.30872 -3.43317
H 0.20148 0.58945 -3.33076
H 2.45374 0.29296 -3.80105
H 2.91475 1.86881 -3.18059
H 2.71286 0.49862 -2.04289
C 4.31529 1.29919 1.95861
C 3.39507 0.39457 1.30713
N 2.65397 -0.25118 0.67357
H 5.35720 1.09288 1.63524
H 4.24211 1.18440 3.05424
H 4.05341 2.34262 1.68576
```

HOMO   -11.86 eV
Energy above the lowest of the compared OMol25 structures with the same formula, charge and spin   1.1 kcal/mol
Total charge   +2
Multiplicity   1

***

Record 3
Molecular formula: C18H48F14N10O22PS8
Method: DFT, ωB97M-V with the def2-TZVPD basis set

```
121
Properties=species:S:1:pos:R:3
C 3.63158 -5.54605 0.36841
C 3.84006 -4.11363 0.74389
O 4.01553 -3.64043 1.80354
N 3.85570 -3.12973 -0.46479
H 4.82593 -3.07974 -0.77407
H 3.20837 -3.53837 -1.13895
C 3.42157 -1.75096 -0.04128
H 2.60535 -5.54966 -0.02050
H 3.60558 -6.12074 1.29115
H 4.38047 -5.95783 -0.30385
H 4.07634 -1.39188 0.75113
H 2.47347 -1.93668 0.45683
H 3.49155 -1.03803 -0.85591
C -0.30940 4.71584 -1.97673
C -1.35833 5.03308 -0.91566
O -2.25926 5.78825 -1.05077
N -1.21078 4.33067 0.38282
H -2.17027 4.22878 0.82174
H -1.08181 3.30592 0.28134
C -0.18373 4.93947 1.31712
H -0.18658 5.72103 -2.38260
H -0.88137 4.14789 -2.71162
H 0.55345 4.18501 -1.60039
H -0.52441 5.96130 1.45634
H 0.78526 4.73200 0.87910
H -0.33680 4.41105 2.25510
C 0.60733 0.47820 3.78186
C 1.58801 -0.52862 4.19817
O 2.06305 -1.39912 3.55809
N 2.25562 -0.20300 5.52602
H 1.79578 0.62751 5.90405
H 2.15449 -0.92739 6.24134
C 3.74843 0.06464 5.34812
H 1.07948 1.42243 3.50104
H -0.22877 0.67868 4.46233
H 0.03457 0.12542 2.92284
H 3.88500 0.98833 4.79900
H 4.14238 -0.84670 4.90797
H 4.21521 0.13722 6.32893
C 4.55260 7.05187 -2.78473
C 3.91212 6.21571 -1.75047
O 2.94878 6.43229 -1.11323
N 4.62696 4.89204 -1.50074
H 5.52643 4.77423 -1.96975
H 4.86728 4.85420 -0.50689
C 3.71061 3.73045 -1.90432
H 5.45762 7.42800 -2.28747
H 3.77069 7.67759 -3.20115
H 5.07970 6.46094 -3.54021
H 3.52501 3.79325 -2.97347
H 2.89316 3.84012 -1.19769
H 4.13872 2.76162 -1.65384
C -2.47881 0.53770 -3.83758
C -1.94606 -0.64837 -3.19144
O -2.52577 -1.24260 -2.35766
N -0.64744 -1.26832 -3.64624
H 0.18597 -0.69093 -3.48965
H -0.44297 -2.00413 -2.95634
C -0.67807 -1.89448 -5.07045
H -1.68274 1.21631 -4.16902
H -3.15496 1.09112 -3.19117
H -3.00284 0.35205 -4.77996
H -1.05848 -2.88137 -4.82506
H 0.34287 -1.82557 -5.42205
H -1.40568 -1.28343 -5.59425
C -4.43323 -5.74657 2.01829
C -4.79571 -4.52206 1.23058
O -5.78376 -4.41978 0.58970
N -3.65203 -3.56273 1.13722
H -3.45606 -3.30562 2.14704
H -2.75683 -4.01865 0.83003
C -3.90300 -2.33773 0.30045
H -3.73569 -5.56805 2.83476
H -4.14844 -6.58835 1.39227
H -5.36556 -6.01281 2.52344
H -4.68003 -1.71127 0.72439
H -4.18482 -2.72603 -0.67512
H -2.93354 -1.85672 0.21999
P 0.28667 0.91407 -0.15394
F -0.88270 1.66258 -1.02267
F -0.04778 1.90110 1.12409
F -0.88176 -0.03561 0.37502
F 1.42325 0.13765 0.72644
F 0.70009 -0.11450 -1.31865
F 1.35082 1.99493 -0.66952
N -3.44560 3.33747 1.41060
S -2.96125 3.14122 3.03349
O -1.68659 2.51390 3.13800
O -4.02069 2.85957 3.95128
F -2.65685 4.67106 3.38972
S -4.15346 1.92838 1.32316
O -5.49961 1.76910 1.78174
O -3.31228 0.79524 1.20877
F -4.52350 2.12560 -0.27182
N -2.85196 -3.01092 3.73301
S -3.37900 -3.15494 5.18684
O -4.63626 -2.54928 5.56236
O -2.29342 -3.30876 6.13846
F -3.84721 -4.71996 5.13830
S -2.58946 -1.31322 3.88998
O -1.68869 -0.77203 4.88205
O -3.84595 -0.66004 3.65233
F -1.78468 -1.08036 2.56253
N -1.05817 -4.75571 0.50252
S -1.26623 -5.68187 -0.71662
O -0.03801 -6.14261 -1.32530
O -2.46414 -5.43673 -1.48237
F -1.77678 -6.97573 0.08792
S -0.06347 -3.65075 -0.35264
O -0.38310 -3.12717 -1.66199
O 1.34230 -3.78913 -0.02811
F -0.53470 -2.42923 0.53210
N 1.73710 0.15070 -5.48687
S 2.07647 1.33557 -4.57167
O 0.99795 2.10907 -3.97385
O 3.32605 2.02675 -4.79231
F 2.64381 0.41912 -3.32863
S 1.17697 1.14913 -6.75568
O 2.19115 1.98901 -7.30590
O -0.20862 1.47677 -6.67220
F 1.23525 -0.01753 -7.84932
```

HOMO   -11.01 eV
Total charge   +1
Multiplicity   1